{"formula": "C39H34ClMnN3SSi2", "method": "the ωB97M-V functional and the def2-TZVPD basis", "energy_ev": -115891.48918, "homo_ev": [-8.41, -10.14], "spin_multiplicity": 5, "s_squared": 6.091, "lumo_energy_ev": [-3.269, -3.537], "relative_energy_kj_mol": 0.0, "total_charge": 1, "symbols": ["C", "C", "C", "H", "C", "C", "H", "H", "H", "H", "Mn", "Si", "C", "C", "H", "C", "H", "C", "H", "C", "H", "C", "H", "C", "C", "H", "C", "H", "C", "H", "C", "H", "C", "H", "H", "Si", "C", "C", "H", "C", "H", "C", "H", "C", "H", "C", "H", "C", "C", "H", "C", "H", "C", "H", "C", "H", "C", "H", "H", "Cl", "N", "C", "C", "C", "C", "C", "C", "N", "C", "C", "C", "S", "C", "N", "H", "H", "H", "H", "H", "H", "H"], "positions_angstrom": [[-1.327, -0.945, 4.608], [-1.985, -0.399, 3.435], [-1.781, -1.347, 2.360], [-2.568, 0.524, 3.391], [-0.937, -2.413, 2.855], [-0.686, -2.167, 4.238], [-0.149, -2.838, 4.924], [-1.406, -0.559, 5.627], [-2.217, -1.297, 1.364], [-0.645, -3.311, 2.307], [0.045, -0.487, 2.993], [0.318, -0.094, -3.464], [0.672, 1.434, -4.508], [1.831, 1.807, -5.228], [2.762, 1.248, -5.109], [1.803, 2.916, -6.101], [2.705, 3.222, -6.647], [0.620, 3.627, -6.310], [0.588, 4.472, -6.996], [-0.546, 3.240, -5.644], [-1.495, 3.734, -5.869], [-0.483, 2.227, -4.683], [-1.371, 2.028, -4.073], [0.679, -1.547, -4.580], [-0.024, -1.606, -5.800], [-0.813, -0.861, -5.998], [0.274, -2.626, -6.728], [-0.221, -2.640, -7.700], [1.170, -3.647, -6.393], [1.347, -4.471, -7.099], [1.812, -3.610, -5.145], [2.493, -4.412, -4.873], [1.572, -2.569, -4.224], [2.054, -2.533, -3.235], [-1.146, -0.245, -3.439], [0.193, 0.188, 0.015], [-0.636, -1.385, -0.583], [-1.904, -1.298, -1.217], [-2.350, -0.304, -1.388], [-2.514, -2.462, -1.703], [-3.428, -2.379, -2.289], [-1.915, -3.721, -1.508], [-2.332, -4.632, -1.965], [-0.707, -3.813, -0.804], [-0.248, -4.795, -0.629], [-0.048, -2.651, -0.383], [0.947, -2.704, 0.071], [-0.821, 1.657, -0.434], [-2.115, 1.677, 0.138], [-2.372, 0.914, 0.886], [-3.045, 2.646, -0.252], [-4.061, 2.601, 0.162], [-2.681, 3.618, -1.198], [-3.437, 4.311, -1.577], [-1.383, 3.637, -1.736], [-1.125, 4.377, -2.500], [-0.445, 2.677, -1.336], [0.578, 2.674, -1.730], [0.963, -0.243, -2.030], [2.207, 0.653, 0.102], [2.465, 0.875, 5.985], [1.477, 1.750, 6.447], [1.275, 2.278, 7.710], [0.042, 2.888, 7.981], [-0.944, 2.930, 6.979], [-0.733, 2.370, 5.709], [0.480, 1.737, 5.456], [0.844, 0.825, 4.453], [2.088, 0.373, 4.777], [2.671, -0.729, 4.055], [3.786, -1.498, 4.329], [3.806, -2.901, 3.288], [2.340, -2.441, 2.575], [1.826, -1.293, 3.080], [3.323, 0.616, 6.460], [2.071, 2.218, 8.450], [-0.137, 3.322, 8.969], [-1.901, 3.401, 7.205], [-1.474, 2.400, 4.913], [4.571, -1.220, 5.032], [1.858, -3.005, 1.781]]}